*a*
ORCA calculation (ωB97M-V with the def2-TZVPD basis set) on a single C4H12N2S molecule.

molecular weight: 120.2 g/mol
SMILES: NCNCCCS
E_HOMO: -8.16 eV

Geometry as ORCA input:
```
! wB97M-V def2-TZVPD RIJCOSX def2/J DEFGRID3
* xyz 0 1
N -1.6456 1.4455 2.1389
C -1.1992 2.2850 1.0609
N 0.1830 1.9216 0.1706
C 0.4125 1.1758 -1.0328
C -0.3254 -0.2108 -0.9359
C 0.3985 -1.1012 -0.0166
S 1.1559 -2.6200 -0.7874
H -1.2965 1.6440 3.0785
H -1.5959 0.4836 1.9264
H -1.0968 3.3267 1.3573
H -1.9541 2.3042 0.1385
H 0.9530 1.5775 0.7931
H 1.5039 0.8541 -1.1623
H 0.1654 1.7740 -1.9333
H -0.3457 -0.6397 -2.0231
H -1.3817 -0.0905 -0.7778
H -0.2591 -1.6032 0.5882
H 1.2665 -0.7458 0.6203
H 0.0661 -3.4273 -0.6266
*
```

*b*
ORCA calculation (ωB97M-V with the def2-TZVPD basis set) on a single C4H12N2S molecule.

molecular weight: 120.2 g/mol
SMILES: NC[C@H](N)CCS
E_HOMO: -8.87 eV

Geometry as ORCA input:
```
! wB97M-V def2-TZVPD RIJCOSX def2/J DEFGRID3
* xyz 0 1
N 0.7120 0.2487 -2.3625
C -0.1765 0.0317 -1.3011
C 0.4709 -0.4220 -0.0147
N 1.1030 -1.7242 0.0402
C -0.6225 -0.4470 1.1034
C -1.1008 0.9269 1.6176
S 0.2351 2.1448 1.7643
H 1.2786 1.0917 -2.4814
H 0.2065 0.3013 -3.2623
H -0.7828 0.8948 -1.0725
H -0.9516 -0.7099 -1.5630
H 1.1901 0.3384 0.1638
H 1.6656 -1.8034 -0.8290
H 0.4327 -2.4515 -0.0448
H -0.0420 -0.9229 1.9276
H -1.5213 -0.9752 0.7567
H -1.4529 0.7779 2.6796
H -1.8504 1.4234 0.9664
H 1.2063 1.2765 1.9118
*
```

*c*
ORCA calculation (ωB97M-V with the def2-TZVPD basis set) on a single C4H12N2S molecule.

molecular weight: 120.2 g/mol
SMILES: NCCNCCS
E_HOMO: -8.97 eV

Geometry as ORCA input:
```
! wB97M-V def2-TZVPD RIJCOSX def2/J DEFGRID3
* xyz 0 1
N -1.6202 2.2419 0.9021
C -0.1842 2.2518 0.6649
C 0.0598 1.2159 -0.3866
N -0.3224 -0.1590 -0.0300
C 0.7666 -1.1097 -0.3031
C 0.7494 -2.7639 0.0653
S -0.5241 -3.7728 -0.8930
H -1.9655 3.0098 0.4620
H -1.9867 1.4651 0.3950
H 0.1613 3.2074 0.2634
H 0.3893 2.2491 1.6407
H 1.0699 1.2561 -0.6471
H -0.3949 1.3895 -1.3649
H -0.3798 -0.1365 0.9903
H 1.6961 -0.6582 0.1978
H 1.0983 -1.0002 -1.3809
H 1.5996 -3.2896 -0.3237
H 0.8028 -2.7482 1.1911
H -1.0154 -2.6485 -1.4432
*
```

Least stable of them? *a*.

*a*
ORCA calculation (ωB97M-V with the def2-TZVPD basis set) on 2 unconnected molecules or ions with the total composition C21H28N2O3.

molecular weight: 356.5 g/mol
SMILES: CNC(=O)[C@H](CC(C)C)NC(C)=O.Oc1ccccc1-c1ccccc1
E_HOMO: -8.41 eV

Geometry as ORCA input:
```
! wB97M-V def2-TZVPD RIJCOSX def2/J DEFGRID3
* xyz 0 1
C 2.6573 -4.3386 4.9544
N 2.5152 -3.5577 3.7269
C 1.3650 -3.3604 3.0735
O 0.3090 -3.8517 3.4610
C 1.3458 -2.4647 1.8129
C 1.1297 -3.3169 0.5438
C 0.9800 -2.5495 -0.7837
C 0.7774 -3.5435 -1.9272
C -0.2081 -1.5853 -0.7794
N 2.4741 -1.5265 1.6189
C 3.7710 -1.8114 1.4853
C 4.6843 -0.6431 1.1993
O 4.2362 -2.9374 1.5804
H 1.8554 -4.0856 5.6510
H 3.6195 -4.1269 5.4225
H 2.5966 -5.4028 4.7208
H 3.3569 -3.2315 3.2679
H 0.4508 -1.8551 1.9377
H 0.2360 -3.9254 0.6913
H 1.9739 -4.0015 0.4482
H 1.8894 -1.9827 -0.9830
H 0.7186 -3.0095 -2.8753
H 1.6198 -4.2340 -1.9661
H -0.1424 -4.1088 -1.7749
H -1.1313 -2.1314 -0.5846
H -0.2843 -1.0888 -1.7464
H -0.0744 -0.8260 -0.0132
H 2.2301 -0.5538 1.5363
H 4.5658 0.1130 1.9730
H 5.7154 -0.9957 1.1888
H 4.4357 -0.2259 0.2249
O -4.5901 3.7721 -0.1396
C -3.3571 3.1911 -0.0119
C -3.0683 2.5968 1.2215
C -1.8207 2.0194 1.4620
C -0.8518 2.0331 0.4606
C -1.1341 2.6153 -0.7789
C -2.3856 3.2075 -1.0451
C -2.6281 3.8241 -2.3777
C -3.8910 3.7724 -2.9977
C -4.1138 4.3632 -4.2458
C -3.0699 5.0073 -4.9112
C -1.8033 5.0570 -4.3258
C -1.5871 4.4744 -3.0712
H -5.0504 3.7566 0.7127
H -3.8132 2.5837 2.0099
H -1.6077 1.5638 2.4251
H 0.1199 1.5853 0.6409
H -0.3686 2.5862 -1.5472
H -4.7157 3.2569 -2.5175
H -5.0993 4.3122 -4.6985
H -3.2433 5.4674 -5.8796
H -0.9894 5.5585 -4.8406
H -0.5998 4.5550 -2.6292
*
```

*b*
ORCA calculation (ωB97M-V with the def2-TZVPD basis set) on a single C21H28N2O3 molecule.

molecular weight: 356.5 g/mol
SMILES: CC[C@H]1Oc2ccc(C)cc2N(CC(=O)NCCC2=CCCCC2)C1=O
E_HOMO: -8.28 eV

Geometry as ORCA input:
```
! wB97M-V def2-TZVPD RIJCOSX def2/J DEFGRID3
* xyz 0 1
C -2.9471 -2.3804 1.2185
C -1.7707 -1.5474 0.7283
C -2.1483 -0.7195 -0.5156
O -3.2015 0.1845 -0.2487
C -2.8254 1.2737 0.4894
C -3.7464 1.8878 1.3223
C -3.3738 2.9862 2.0756
C -2.0731 3.4715 2.0326
C -1.6647 4.6486 2.8644
C -1.1557 2.8643 1.1844
C -1.5287 1.7881 0.3923
N -0.6505 1.1956 -0.5325
C 0.5463 1.8968 -0.9627
C 1.7184 1.5987 -0.0132
O 2.1792 2.4293 0.7434
N 2.1270 0.3272 -0.1001
C 3.1806 -0.2377 0.7102
C 4.0339 -1.1957 -0.1294
C 3.1686 -2.2249 -0.8080
C 2.9358 -2.1840 -2.1137
C 2.0333 -3.1256 -2.8451
C 1.1335 -3.8910 -1.8811
C 1.9635 -4.4215 -0.7184
C 2.5297 -3.2539 0.0845
C -0.8881 -0.0396 -1.0262
O -0.1159 -0.6032 -1.7859
H -3.7995 -1.7377 1.4242
H -3.2378 -3.1084 0.4648
H -2.6811 -2.9096 2.1300
H -0.9317 -2.1940 0.4647
H -1.4452 -0.8629 1.5170
H -2.5248 -1.3864 -1.2982
H -4.7488 1.4925 1.3648
H -4.0999 3.4591 2.7195
H -0.5893 4.6552 3.0211
H -1.9403 5.5752 2.3601
H -2.1651 4.6319 3.8298
H -0.1409 3.2283 1.1586
H 0.3501 2.9689 -0.9885
H 0.7918 1.5372 -1.9659
H 1.7041 -0.2915 -0.7849
H 3.7803 0.5882 1.0998
H 2.7434 -0.7757 1.5606
H 4.5786 -0.6217 -0.8808
H 4.7594 -1.6795 0.5278
H 3.4222 -1.4335 -2.7239
H 1.4226 -2.5552 -3.5480
H 2.6423 -3.8231 -3.4307
H 0.6354 -4.7108 -2.4017
H 0.3668 -3.2109 -1.5054
H 1.3560 -5.0573 -0.0707
H 2.7844 -5.0261 -1.1101
H 3.2644 -3.6158 0.8091
H 1.7210 -2.7824 0.6536
*
```

Least stable of them? *a*.

*a*
ORCA calculation (ωB97M-V with the def2-TZVPD basis set) on 2 unconnected molecules or ions with the total composition C4H13NO2.

molecular weight: 107.2 g/mol
SMILES: CN[C@@H](C)CO.O
E_HOMO: -9.24 eV

Geometry as ORCA input:
```
! wB97M-V def2-TZVPD RIJCOSX def2/J DEFGRID3
* xyz 0 1
C -1.0129 -1.5818 -0.7974
N 0.3297 -0.8688 -0.7993
C 0.4293 0.4563 -0.2672
C -0.0334 1.6280 -1.1632
C -0.4336 0.6787 1.0110
O -0.6908 1.9973 1.5333
H -0.8239 -2.4435 -1.4398
H -1.3141 -1.9421 0.1804
H -1.7492 -0.8803 -1.1872
H 0.6890 -0.9230 -1.7459
H 1.4398 0.7251 0.1089
H 0.1940 2.5448 -0.6133
H 0.5501 1.7503 -2.0930
H -1.0981 1.5183 -1.4040
H 0.0981 0.1167 1.7975
H -1.4464 0.2409 1.1489
H 0.0917 2.2678 2.0214
O 1.4604 -1.6482 1.5932
H 1.2057 -1.3056 0.6963
H 2.1147 -2.3309 1.4196
*
```

*b*
ORCA calculation (ωB97M-V with the def2-TZVPD basis set) on 3 unconnected molecules or ions with the total composition C4H13NO2.

molecular weight: 107.2 g/mol
SMILES: C=CNCC.O.O
E_HOMO: -8.56 eV

Geometry as ORCA input:
```
! wB97M-V def2-TZVPD RIJCOSX def2/J DEFGRID3
* xyz 0 1
C -1.1226 -1.8317 -1.9210
C -0.5466 -0.7719 -1.3126
N 0.2926 -0.4798 -0.1896
C -0.6226 0.0085 0.9627
C -1.1167 -1.1967 1.7945
H -2.1255 -1.6381 -2.4887
H -1.0076 -3.0535 -1.7335
H -0.9650 0.2172 -1.6754
H 1.1368 0.1694 -0.3423
H -1.4787 0.5796 0.3906
H -0.0461 0.8478 1.3531
H -1.5027 -1.1362 2.7893
H -0.2182 -1.8552 1.9778
H -1.8519 -1.6466 1.1405
O 2.9771 -1.2328 -1.6108
H 3.7905 -1.6084 -1.3558
H 3.2497 -0.5737 -2.3179
O 0.6875 4.9698 1.6894
H 0.1837 4.4031 1.1095
H 0.2863 5.8290 1.7400
*
```

*c*
ORCA calculation (ωB97M-V with the def2-TZVPD basis set) on 3 unconnected molecules or ions with the total composition C4H13NO2.

molecular weight: 107.2 g/mol
SMILES: C=C(C)NC.O.O
E_HOMO: -7.43 eV

Geometry as ORCA input:
```
! wB97M-V def2-TZVPD RIJCOSX def2/J DEFGRID3
* xyz 0 1
C 0.5039 -1.7342 -0.6788
C 0.8041 -0.5343 -0.1521
C 2.1555 0.1253 -0.5574
N 0.2415 0.0445 0.9545
C 0.5970 1.2678 1.5909
H 0.6575 -1.9452 -1.7556
H 0.3960 -2.6617 -0.1235
H 2.1219 0.0209 -1.6494
H 2.1473 1.2161 -0.3766
H 3.0258 -0.3173 -0.0846
H -0.6560 -0.3411 1.2443
H 1.6599 1.6126 1.5671
H -0.0418 2.1295 1.3321
H 0.4693 1.1314 2.6951
O -2.4318 -0.3146 0.7201
H -2.1948 -0.0313 -0.1824
H -2.1684 0.3315 1.3804
O -1.1870 0.7169 -1.6973
H -1.6728 0.7310 -2.5311
H -0.5652 -0.0316 -1.7332
*
```

*d*
ORCA calculation (ωB97M-V with the def2-TZVPD basis set) on 2 unconnected molecules or ions with the total composition C4H13NO2.

molecular weight: 107.2 g/mol
SMILES: CNC[C@@H](C)O.O
E_HOMO: -9.45 eV

Geometry as ORCA input:
```
! wB97M-V def2-TZVPD RIJCOSX def2/J DEFGRID3
* xyz 0 1
C 2.2288 1.4835 0.8868
N 0.9131 0.8238 1.1058
C 0.2189 0.6701 -0.2406
C -1.2367 0.1161 -0.0380
C -2.1493 0.3480 -1.2002
O -1.1295 -1.3310 0.1987
H 3.0240 1.1436 1.6559
H 2.6872 1.1064 -0.0496
H 2.2881 2.5174 0.8103
H 1.1845 -0.0952 1.4021
H 0.5879 -0.1181 -0.8494
H 0.2836 1.6391 -0.7450
H -1.4945 0.6381 0.9156
H -3.2082 0.0534 -1.0916
H -1.9048 -0.2937 -2.0917
H -2.1314 1.3114 -1.4776
H -1.7172 -1.5625 0.9348
O 0.8177 -3.0799 -0.1543
H -0.0981 -3.0628 -0.4851
H 0.8357 -2.3079 0.5132
*
```

Least stable of them? *b*.

*a*
ORCA calculation (ωB97M-V with the def2-TZVPD basis set) on a single C3H2Cl2N2 molecule.

molecular weight: 137.0 g/mol
SMILES: Clc1nc[nH]c1Cl
E_HOMO: -8.95 eV

Geometry as ORCA input:
```
! wB97M-V def2-TZVPD RIJCOSX def2/J DEFGRID3
* xyz 0 1
Cl -2.3240 0.3112 1.5770
C -0.9082 -0.0587 0.6746
N -0.0441 -1.0984 0.9821
C 0.9633 -0.9785 0.1063
N 0.7603 0.1383 -0.6869
C -0.4397 0.7219 -0.3360
Cl -1.2010 2.1914 -0.9240
H 1.8109 -1.6554 0.0410
H 1.3826 0.4281 -1.4342
*
```

*b*
ORCA calculation (ωB97M-V with the def2-TZVPD basis set) on a single C3H2Cl2N2 molecule.

molecular weight: 137.0 g/mol
SMILES: N=C=C(Cl)/N=C\Cl
E_HOMO: -8.17 eV

Geometry as ORCA input:
```
! wB97M-V def2-TZVPD RIJCOSX def2/J DEFGRID3
* xyz 0 1
N -2.1232 -1.3273 0.4393
C -1.0153 -0.9865 0.1000
C 0.3427 -0.6351 0.0420
Cl 1.0736 -2.3130 -0.1023
N 1.1470 0.4093 0.0924
C 2.3989 0.8384 0.1349
Cl 3.7969 -0.1679 0.0805
H -2.8799 -1.8103 -0.0061
H 2.6791 1.7796 0.3892
*
```

*c*
ORCA calculation (ωB97M-V with the def2-TZVPD basis set) on a single C3H2Cl2N2 molecule.

molecular weight: 137.0 g/mol
SMILES: ClC1(Cl)C=NN=C1
E_HOMO: -10.89 eV

Geometry as ORCA input:
```
! wB97M-V def2-TZVPD RIJCOSX def2/J DEFGRID3
* xyz 0 1
Cl -0.0192 1.4054 1.2695
C 0.0507 0.1128 -0.0356
Cl 1.1466 0.6416 -1.3127
C -1.2778 -0.3499 -0.5946
N -1.5766 -1.5026 -0.2515
N -0.4316 -2.0787 0.4575
C 0.4594 -1.1885 0.5537
H -1.9373 0.2291 -1.2246
H 1.4361 -1.4048 0.9764
*
```

Least stable of them? *b*.

*a*
ORCA calculation (ωB97M-V with the def2-TZVPD basis set) on a gas-phase ion, C3H8N3 (charge +1).

molecular weight: 86.1 g/mol
SMILES: N[N+]1=CCNC1
E_HOMO: -14.47 eV

Geometry as ORCA input:
```
! wB97M-V def2-TZVPD RIJCOSX def2/J DEFGRID3
* xyz 1 1
N -2.2443 -0.1394 0.1126
N -0.7868 -0.2412 0.0353
C 0.1499 -1.1489 0.0136
C 1.5008 -0.6174 -0.0459
N 1.3924 0.8015 0.2170
C 0.0680 1.1510 -0.1836
H -2.6801 -1.0345 0.1633
H -2.4672 0.6135 -0.4977
H -0.1493 -2.2470 0.1115
H 2.2260 -0.8749 0.8002
H 1.8697 -0.6733 -1.0904
H 1.7203 1.1480 1.1165
H -0.4950 1.8777 0.4478
H -0.1044 1.3848 -1.2003
*
```

*b*
ORCA calculation (ωB97M-V with the def2-TZVPD basis set) on a gas-phase ion, C3H8N3 (charge +1).

molecular weight: 86.1 g/mol
E_HOMO: -13.91 eV

Geometry as ORCA input:
```
! wB97M-V def2-TZVPD RIJCOSX def2/J DEFGRID3
* xyz 1 1
C 1.7132 1.1729 -0.4568
C 0.1816 -1.0138 -0.8380
C -1.9322 -0.6019 0.3134
N 1.0195 -0.0117 -1.1529
N 1.2758 1.4997 0.6489
N -0.5016 -0.8646 0.4500
H 2.6576 1.3906 -1.0018
H -1.9282 0.2455 -0.4189
H -2.6660 -1.3875 0.1095
H -2.5562 -0.2465 1.2003
H 1.3370 -0.2999 -2.0672
H 1.7578 2.1285 1.1466
H -0.3987 -1.7686 1.0375
H 0.0405 -0.2426 1.0294
*
```

Least stable of them? *b*.

*a*
ORCA calculation (ωB97M-V with the def2-TZVPD basis set) on a gas-phase ion, C3H8N3 (charge +1).

molecular weight: 86.1 g/mol
SMILES: C=N/N=C(/C)[NH3+]
E_HOMO: -12.69 eV

Geometry as ORCA input:
```
! wB97M-V def2-TZVPD RIJCOSX def2/J DEFGRID3
* xyz 1 1
C -3.3477 0.1596 -0.1693
N -1.9872 -0.0199 -0.0973
N -0.7426 -0.2571 0.0237
C 0.6564 -0.1140 0.1392
C 1.6448 -1.2958 0.0174
N 1.2742 1.2183 0.1096
H -3.9525 0.2071 -1.1124
H -3.7729 0.1452 0.8394
H 2.4409 -0.8805 0.5755
H 1.7976 -1.4559 -1.0413
H 1.4182 -2.2509 0.4888
H 0.7234 2.0294 -0.2987
H 2.0183 0.9417 -0.4814
H 1.8292 1.5729 1.0066
*
```

*b*
ORCA calculation (ωB97M-V with the def2-TZVPD basis set) on a gas-phase ion, C3H8N3 (charge +1).

molecular weight: 86.1 g/mol
SMILES: C1=[NH+]CNCN1
E_HOMO: -14.87 eV

Geometry as ORCA input:
```
! wB97M-V def2-TZVPD RIJCOSX def2/J DEFGRID3
* xyz 1 1
C 1.2053 0.6083 -0.0020
N 1.0909 -0.2933 0.9774
C -0.2553 -0.9104 1.0452
N -1.0064 -0.8855 -0.2103
C -1.0880 0.4179 -0.7531
N 0.2257 1.0263 -0.7152
H 2.3327 0.9542 -0.2175
H 1.9170 -0.7793 1.3247
H -0.2499 -1.8767 1.4838
H -0.9113 -0.1977 1.6886
H -0.4150 -1.4044 -0.9771
H -1.8845 1.1259 -0.3515
H -1.3620 0.3839 -1.8596
H 0.4008 1.8310 -1.4333
*
```

Least stable of them? *a*.